A molecular structure, C4H10NS2 in a non-equilibrium geometry. Source: OMol25; level of theory: wB97M-V/def2-TZVPD.

Positions of all 17 atoms, in Å:
C  0.503  -0.166  1.189
C  -0.204  1.399  -1.180
C  -0.679  -0.216  1.943
C  0.159  0.003  -0.774
N  1.493  -0.471  -1.293
S  2.062  -0.402  1.513
S  -1.146  -1.937  1.718
H  0.584  2.065  -1.269
H  -0.807  1.872  -0.344
H  -0.820  1.536  -2.080
H  -0.482  -0.075  3.120
H  -1.621  0.333  1.700
H  -0.583  -0.820  -0.962
H  1.785  0.128  -2.159
H  1.383  -1.470  -1.422
H  2.186  -0.222  -0.430
H  0.120  -2.406  1.700

Spin multiplicity: 3
Net charge: +1
Energy above the lowest of the compared OMol25 structures with the same formula, charge and spin (kcal/mol): 39.50
<S²>: 2.011
Electronic energy (a.u.): -1009.083973
Orbital gap (spin up / spin down) (Ha): 0.267 / 0.182